{
  "formula": "C26H74N10O8",
  "method": "ωB97M-V/def2-TZVPD",
  "homo_energy_ev": -8.6,
  "smiles": "COC[C@H](C)N.COC[C@H](C)N.COC[C@H](C)N.COC[C@H](C)N.COC[C@H](C)N.COC[C@H](C)N.NC(N)=O.NC(N)=O",
  "lumo_energy_ev": 0.65,
  "max_force_ev_per_a": 3.27,
  "charge": 0,
  "gap_ev": 9.27,
  "species": ["C", "O", "C", "C", "C", "N", "H", "H", "H", "H", "H", "H", "H", "H", "H", "H", "H", "C", "O", "C", "C", "C", "N", "H", "H", "H", "H", "H", "H", "H", "H", "H", "H", "H", "C", "O", "C", "C", "C", "N", "H", "H", "H", "H", "H", "H", "H", "H", "H", "H", "H", "C", "O", "C", "C", "C", "N", "H", "H", "H", "H", "H", "H", "H", "H", "H", "H", "H", "C", "O", "C", "C", "C", "N", "H", "H", "H", "H", "H", "H", "H", "H", "H", "H", "H", "C", "O", "C", "C", "C", "N", "H", "H", "H", "H", "H", "H", "H", "H", "H", "H", "H", "N", "C", "N", "O", "H", "H", "H", "H", "N", "C", "N", "O", "H", "H", "H", "H"],
  "coordinates": [[6.363157, -1.297684, 2.859684], [5.233059, -0.970704, 2.093633], [4.004564, -1.421151, 2.685285], [2.835422, -1.205203, 1.739187], [2.558143, 0.271189, 1.578169], [1.707239, -1.836533, 2.387358], [7.221497, -0.603805, 2.612198], [6.611196, -2.322073, 2.914519], [6.122807, -0.961076, 3.875459], [4.036200, -2.504156, 2.946421], [3.737917, -0.757076, 3.572860], [2.933221, -1.823389, 0.858833], [2.115013, 0.368238, 0.586146], [3.530612, 0.775199, 1.634346], [1.822798, 0.726084, 2.278829], [1.590338, -2.838310, 2.201686], [0.823727, -1.415969, 2.171961], [-2.881771, -5.663213, -0.530053], [-2.180200, -6.233562, -1.587861], [-0.923697, -5.588587, -1.872721], [-0.331392, -6.338899, -3.130873], [-1.263443, -6.325223, -4.327105], [0.252157, -7.636938, -2.713991], [-2.195871, -5.516158, 0.313638], [-3.679148, -6.383023, -0.286663], [-3.302774, -4.670726, -0.758947], [-1.103856, -4.512567, -2.130983], [-0.306718, -5.723963, -0.911880], [0.555593, -5.787776, -3.433884], [-2.096266, -7.013800, -4.145495], [-0.645100, -6.559959, -5.208528], [-1.666994, -5.356912, -4.536079], [0.762572, -8.054271, -3.480111], [-0.521261, -8.268733, -2.497056], [1.987066, 5.900474, -4.767980], [2.312659, 4.494249, -5.036334], [1.451312, 3.686485, -4.236824], [1.735556, 2.177258, -4.419083], [1.586285, 1.711064, -5.876906], [0.707188, 1.444752, -3.661961], [2.106262, 6.114102, -3.722210], [0.947064, 5.994858, -5.000590], [2.673180, 6.591409, -5.283927], [1.468963, 3.830713, -3.081155], [0.354108, 3.885737, -4.543805], [2.775025, 2.063302, -4.081511], [2.039679, 0.698107, -5.922204], [2.289316, 2.362573, -6.488789], [0.609567, 1.690241, -6.327922], [0.528573, 1.825417, -2.728247], [0.987528, 0.478767, -3.435417], [-0.379193, 5.557058, 3.349375], [-0.409472, 4.355307, 2.607452], [0.553392, 4.409131, 1.594682], [0.760804, 3.041053, 1.048382], [1.608558, 3.116662, -0.268462], [-0.568913, 2.284196, 0.755640], [-0.521459, 6.488741, 2.672262], [0.606807, 5.737429, 3.747747], [-1.028898, 5.575883, 4.197629], [0.205602, 5.152982, 0.893052], [1.548012, 4.735561, 2.004725], [1.206960, 2.373816, 1.816316], [0.899773, 3.353561, -1.051940], [2.053778, 2.153788, -0.464366], [2.265564, 4.013785, -0.248948], [-1.100291, 2.692409, 0.002832], [-1.138754, 2.187774, 1.595993], [-4.238202, 3.661470, 1.854575], [-4.045901, 4.075033, 0.494834], [-4.462668, 3.099070, -0.460746], [-3.767052, 3.371608, -1.789730], [-4.218043, 2.337873, -2.866091], [-2.299274, 3.351003, -1.539718], [-3.812017, 2.624918, 1.996699], [-5.319761, 3.646281, 2.221734], [-3.668628, 4.323721, 2.511090], [-4.255802, 2.106372, -0.008898], [-5.553761, 3.149108, -0.607784], [-4.104472, 4.433189, -2.109419], [-3.715134, 2.604052, -3.815592], [-5.273797, 2.182070, -3.010249], [-3.759397, 1.419068, -2.569576], [-1.771018, 3.516793, -2.403517], [-2.059647, 4.163928, -0.948532], [0.719119, -2.569414, 5.729936], [-0.395310, -1.895865, 5.079485], [-1.069176, -0.947525, 5.921629], [-2.341776, -0.564913, 5.225102], [-2.100568, 0.158505, 3.898022], [-3.066442, 0.495322, 6.109469], [1.065794, -3.221327, 4.909580], [0.363739, -3.077992, 6.593038], [1.474866, -1.878637, 5.992483], [-1.339473, -1.471337, 6.853209], [-0.403677, -0.097792, 6.183412], [-2.961894, -1.469044, 5.083553], [-2.953718, 0.858854, 3.785829], [-2.050570, -0.522861, 3.069480], [-1.166670, 0.771540, 4.031682], [-4.039308, 0.583744, 5.904188], [-3.167908, 0.146697, 7.061692], [1.792642, -4.296216, -1.515341], [2.522299, -3.350337, -2.168265], [3.842285, -3.631706, -2.494660], [2.062277, -2.219812, -2.338038], [0.839460, -4.053594, -1.295615], [2.105699, -5.233321, -1.474234], [4.071909, -2.868230, -3.163197], [4.112388, -4.581016, -2.846336], [-1.720733, -1.040881, 0.187301], [-0.741411, -1.459802, -0.649951], [-0.009010, -0.481569, -1.287384], [-0.658656, -2.619858, -0.943436], [-2.014444, -0.050977, 0.391613], [-2.188494, -1.792702, 0.591261], [0.098882, 0.446982, -0.883846], [0.802117, -0.858391, -1.886227]],
  "forces_ev_per_angstrom": [[-0.020, 3.057, 1.156], [-0.579, -0.599, -0.483], [0.183, 0.603, 0.346], [-0.486, -1.010, 1.037], [0.044, -0.009, -0.970], [-1.027, -0.977, 1.237], [-0.825, -1.154, -0.383], [0.380, -1.288, -0.410], [0.180, -0.315, 0.401], [0.231, 0.674, 0.137], [0.597, -1.080, -0.506], [0.933, 0.809, -1.082], [0.110, 0.454, -0.029], [-0.412, 0.326, -0.192], [0.734, -0.890, -0.013], [0.361, 0.597, -0.088], [-0.316, 0.364, -0.111], [-0.086, 0.011, 0.402], [0.589, 0.047, -0.929], [-0.419, -0.916, -0.206], [0.956, 0.862, 1.526], [0.343, -0.909, 0.065], [-1.143, 0.139, 0.045], [-0.217, -0.115, 0.266], [0.214, 0.470, 0.147], [0.000, -0.223, -0.172], [0.295, -0.820, 0.412], [-0.450, 0.379, -1.517], [0.043, 0.514, 0.096], [0.185, 0.004, -0.429], [-0.539, -0.439, 0.144], [-0.299, 0.774, 0.182], [-0.016, -0.034, -0.164], [0.298, 0.015, 0.037], [0.955, -1.388, -0.251], [-0.349, 0.906, 1.385], [-1.690, -0.494, 0.413], [-1.212, 0.639, -0.602], [3.094, 0.353, -0.290], [0.347, -0.436, 1.079], [0.082, -0.036, 0.772], [-0.635, 0.671, -0.475], [-0.482, -0.631, -0.300], [0.465, 0.499, -1.787], [1.368, -0.242, 0.371], [-0.107, -0.418, -0.051], [-0.480, 0.371, -0.157], [-0.952, -0.735, 0.426], [-0.497, 0.217, 0.323], [0.153, 0.233, -0.387], [-0.081, 0.594, -0.679], [0.615, 1.591, -1.561], [-0.317, 0.459, 1.174], [0.725, 0.120, 0.960], [-1.584, -2.043, -1.111], [-1.168, 0.803, 1.316], [2.106, 0.252, 0.364], [-0.339, -1.396, 0.885], [0.709, -0.179, 0.284], [-0.874, -0.329, 0.119], [0.114, 0.240, -0.852], [-0.657, 0.042, -0.225], [0.073, 0.961, -0.530], [-0.263, -0.107, -0.358], [0.563, 0.114, -0.213], [0.176, -0.994, 0.106], [-0.247, 0.170, -0.065], [0.280, 0.369, -0.233], [-0.261, -0.845, 0.077], [-0.315, -0.203, 0.675], [-0.267, 0.042, 0.616], [-0.753, 1.212, -0.201], [1.967, 1.064, 0.165], [-0.098, 0.635, -0.492], [-0.443, 0.844, -0.112], [1.149, 0.087, -0.805], [-0.086, 0.072, -0.289], [0.208, 0.152, -0.658], [0.120, 0.066, 0.019], [0.408, -1.504, 0.397], [-0.530, -0.082, 0.265], [-0.373, 0.356, 0.132], [0.144, -0.932, 0.154], [-0.390, -0.268, 0.152], [-0.465, -0.533, -0.281], [-1.584, 0.271, -2.486], [0.244, 0.357, 0.791], [0.679, -1.260, 0.227], [-1.498, 1.833, 0.571], [0.073, 0.984, 1.061], [1.263, -1.447, 0.299], [0.150, 0.036, 0.833], [-0.222, -0.753, 0.770], [0.954, 0.845, 0.284], [0.109, 0.203, 0.122], [-0.440, -0.170, -0.309], [0.261, 0.312, 0.071], [0.526, -0.341, -0.337], [0.305, -0.175, -0.440], [-0.829, -0.540, -0.523], [-0.668, 0.035, -1.109], [0.660, -0.128, 0.109], [0.621, 0.789, -0.484], [-0.940, 0.186, 1.052], [0.244, 0.036, -1.667], [0.685, -0.268, -0.418], [-0.059, 0.214, 0.036], [0.092, -0.776, 0.126], [0.356, -1.038, 0.680], [-0.617, 1.337, 0.595], [-0.094, 2.719, 0.545], [-0.013, 2.893, -1.183], [1.718, -0.645, -0.829], [0.472, -2.488, -0.072], [0.937, -1.752, -0.490], [-1.091, -0.984, 0.815], [-0.307, -0.419, 0.156], [-1.730, 0.472, 1.591]],
  "lowdin_charge": [-0.13, -0.20, -0.20, -0.44, -0.05, 0.04, 0.11, 0.07, 0.08, 0.13, 0.14, 0.13, 0.05, 0.09, 0.08, 0.09, 0.06, -0.13, -0.22, -0.19, -0.43, -0.06, 0.03, 0.08, 0.09, 0.09, 0.11, 0.13, 0.11, 0.08, 0.08, 0.07, 0.06, 0.07, -0.07, -0.19, -0.24, -0.43, -0.07, 0.04, 0.07, 0.07, 0.09, 0.12, 0.14, 0.14, 0.08, 0.09, 0.07, 0.03, 0.06, -0.12, -0.19, -0.26, -0.36, -0.04, 0.07, 0.12, 0.07, 0.08, 0.12, 0.14, 0.10, 0.03, 0.05, 0.09, 0.00, 0.05, -0.10, -0.21, -0.22, -0.41, -0.05, 0.03, 0.08, 0.10, 0.08, 0.12, 0.13, 0.16, 0.08, 0.07, 0.06, 0.08, 0.08, -0.07, -0.22, -0.23, -0.39, -0.07, 0.02, 0.09, 0.07, 0.07, 0.12, 0.14, 0.14, 0.06, 0.05, 0.10, 0.04, 0.05, 0.18, -0.64, 0.12, -0.01, 0.04, 0.09, 0.11, 0.11, 0.16, -0.69, 0.15, 0.02, 0.11, 0.07, 0.05, 0.09]
}